Below is 7 unconnected molecules or ions with the total composition C19H40Br6N4O3, with properties calculated with wB97M-V/def2-TZVPD.

The value obtained for the orbital gap is 9.1 eV. Its SMILES is CN(C)C=O.CN(C)C=O.CN(C)C=O.BrCCBr.BrCCBr.BrCCBr.CCCC#N. As for the strongest force on any atom: 3.6 eV/Å. For the total energy, the calculation gives -16636.71631 Ha. The value obtained for the highest occupied orbital energy is -9.275 eV. Its LUMO energy is -0.18 eV.

Geometry as ORCA input:
```
! wB97M-V def2-TZVPD RIJCOSX def2/J DEFGRID3
* xyz 0 1
C -2.352 -4.505 2.417
N -3.225 -3.791 1.533
C -2.695 -2.576 0.904
C -4.479 -4.156 1.312
O -5.342 -3.558 0.664
H -1.575 -5.087 1.923
H -3.019 -5.196 2.932
H -1.926 -3.764 3.093
H -1.652 -2.827 0.709
H -3.069 -2.377 -0.100
H -2.782 -1.693 1.538
H -4.706 -5.100 1.831
C 1.414 0.250 1.349
N 0.485 1.072 0.590
C 0.440 2.474 1.030
C -0.303 0.612 -0.358
O -1.034 1.345 -1.082
H 1.273 0.247 2.430
H 2.410 0.680 1.241
H 1.527 -0.806 1.103
H 1.400 2.956 0.851
H -0.310 2.996 0.434
H 0.147 2.538 2.078
H -0.285 -0.484 -0.464
C 3.909 4.275 -0.387
N 4.013 5.677 -0.720
C 4.395 6.584 0.340
C 3.585 6.037 -1.945
O 3.540 7.187 -2.326
H 4.910 3.849 -0.327
H 3.289 3.808 -1.153
H 3.574 4.126 0.639
H 5.321 6.242 0.802
H 4.612 7.615 0.061
H 3.609 6.576 1.095
H 3.431 5.176 -2.615
Br -2.353 1.404 -5.670
C -1.223 2.335 -4.340
C 0.169 1.668 -4.301
Br 1.426 2.612 -3.093
H -1.624 2.294 -3.327
H -1.134 3.415 -4.458
H 0.681 1.652 -5.263
H 0.219 0.617 -4.015
Br 4.496 -2.473 4.384
C 3.806 -1.092 3.093
C 4.934 -0.053 2.636
Br 6.142 -1.188 1.434
H 2.939 -0.704 3.629
H 3.338 -1.609 2.256
H 5.474 0.344 3.496
H 4.558 0.801 2.073
Br -6.760 0.413 0.480
C -5.139 0.391 1.662
C -4.255 1.412 1.071
Br -2.608 1.516 2.196
H -4.722 -0.610 1.773
H -5.460 0.691 2.659
H -4.770 2.373 1.079
H -3.888 1.135 0.083
C -2.290 -4.600 -2.358
C -1.225 -5.299 -1.609
C -0.100 -4.375 -1.039
C 0.185 -3.104 -1.800
N 0.371 -2.116 -2.362
H -3.105 -5.314 -2.479
H -1.980 -4.202 -3.324
H -2.754 -3.854 -1.713
H -0.755 -5.908 -2.381
H -1.665 -5.952 -0.854
H 0.862 -4.888 -1.041
H -0.322 -4.137 0.001
*
```

Calculated atomic charges, method Löwdin, unit e: -0.0525, -0.1908, -0.0287, -0.3528, 0.0032, 0.0811, 0.0874, 0.0988, 0.0570, 0.0916, 0.0675, 0.1313, -0.0612, -0.1726, -0.0686, -0.3607, -0.0805, 0.0814, 0.0746, 0.0874, 0.0704, 0.0820, 0.0581, 0.1063, -0.0699, -0.1965, -0.0434, -0.3486, 0.0199, 0.0887, 0.0316, 0.0747, 0.0863, 0.0911, 0.0893, 0.1145, 0.5944, -0.6659, -0.6584, 0.6160, 0.0335, 0.0565, 0.0409, 0.0391, 0.5500, -0.6801, -0.5474, 0.5291, 0.0273, 0.0234, 0.0513, 0.0337, 0.6072, -0.6685, -0.6618, 0.6660, 0.0356, 0.0573, 0.0582, 0.0552, -0.1210, -0.2555, -0.1550, -0.2020, 0.1611, 0.0839, 0.0891, 0.0608, 0.1073, 0.1086, 0.1097, 0.0734